Below is a single C2H6P2 molecule at a distorted geometry, with properties calculated with ωB97M-V with the def2-TZVPD basis set.

```
10
Properties=species:S:1:pos:R:3:nbo_charge:R:1
C 0.6643 -0.8247 -0.7167 -0.60
H -1.7389 1.7981 0.4547 -0.01
P 1.2802 0.9120 -0.0143 0.33
H 2.4924 0.4754 0.7644 -0.03
P -1.8957 0.4732 -0.0416 0.31
H 0.4022 -0.8653 -1.7456 0.23
H -0.2475 -0.8584 1.3388 0.26
H 1.4240 -1.6214 -0.6020 0.24
C -0.1972 -0.3057 0.3334 -0.71
H -1.5320 1.0210 -1.3523 -0.02
```

Output
HOMO ... -8.869 eV
Energy relative to the best compared isomer or geometry (same formula, charge and spin) ... 12.7 kcal per mole
Max |F| ... 2.4 eV/Å
Charge ... 0

Below is a single C2H6P2S molecule at a distorted geometry, with properties calculated with ωB97M-V with the def2-TZVPD basis set.

```
11
Properties=species:S:1:pos:R:3:nbo_charge:R:1
H -2.3572 -1.7201 -0.9753 -0.03
P 3.2472 0.7947 -0.4626 0.25
H 4.3732 0.0328 -0.1273 -0.01
H 0.1245 -2.4711 -0.1735 0.23
H -2.8469 -0.3654 0.4527 -0.02
P -2.1987 -0.3497 -0.7838 0.32
C -0.4947 -0.3936 -0.1569 -0.52
H 3.1975 1.3132 0.8450 -0.02
S 2.1299 -1.1214 0.1351 -0.14
C 0.3237 -1.4308 -0.0222 -0.27
H -0.0847 0.6015 -0.0172 0.21
```

Output
HOMO ... -8.369 eV
Energy relative to the best compared isomer or geometry (same formula, charge and spin) ... 28.7 kcal per mole
Max |F| ... 3.0 eV/Å
Charge ... 0

Below is 2 unconnected molecules or ions with the total composition C2H6S at a distorted geometry, with properties calculated with ωB97M-V with the def2-TZVPD basis set.

```
9
Properties=species:S:1:pos:R:3:nbo_charge:R:1
H -1.3560 -0.8910 0.5760 0.23
C -0.6757 -0.8383 1.4344 -0.65
H 1.0135 -1.8588 0.5761 0.23
H 0.7150 -0.3360 -0.0144 0.15
H -0.8862 0.1545 1.8550 0.22
H 1.5740 -0.3125 1.3892 0.24
S 0.0612 0.9309 -1.3265 -0.19
C 0.7534 -0.8947 0.9854 -0.46
H -1.1498 -1.5849 2.0729 0.23
```

Output
HOMO ... -9.368 eV
Energy relative to the best compared isomer or geometry (same formula, charge and spin) ... 90.1 kcal per mole
Max |F| ... 2.0 eV/Å
Charge ... 0

Below is a single C2H6S2 molecule at a distorted geometry, with properties calculated with ωB97M-V with the def2-TZVPD basis set.

```
10
Properties=species:S:1:pos:R:3:nbo_charge:R:1
H -2.8313 0.2059 -0.8615 0.21
S 0.1108 0.3533 -0.6810 0.07
C -2.4417 -0.0095 0.1515 -0.64
H -1.3016 -1.7301 -0.5910 0.22
H -0.8119 -1.2403 0.9437 0.22
H -2.2156 0.8910 0.7511 0.22
C -1.1782 -0.8268 0.0028 -0.50
H -3.2240 -0.4409 0.7699 0.22
S 1.8264 0.0444 0.4359 -0.16
H 1.4846 -0.2538 1.7087 0.13
```

Output
HOMO ... -8.329 eV
Energy relative to the best compared isomer or geometry (same formula, charge and spin) ... 12.9 kcal per mole
Max |F| ... 1.1 eV/Å
Charge ... 0

Below is 2 unconnected molecules or ions with the total composition C2H6S2, with properties calculated with ωB97M-V with the def2-TZVPD basis set.

```
10
Properties=species:S:1:pos:R:3:nbo_charge:R:1
H 2.7373 5.3366 1.0273 0.19
C 3.2443 4.8432 -0.9156 -0.39
H -1.4872 -1.4521 -1.3549 0.13
H 4.3021 4.9842 -0.7419 0.19
H 2.8911 4.5908 -1.9098 0.19
H 1.3640 4.5748 0.0052 0.20
C 2.3889 4.9135 0.0918 -0.39
S -0.4906 -2.6121 0.7440 -0.12
H -0.5238 -3.8318 0.1863 0.13
S -2.1486 -1.8944 -0.2734 -0.13
```

Output
HOMO ... -9.730 eV
Energy relative to the best compared isomer or geometry (same formula, charge and spin) ... 28.4 kcal per mole
Max |F| ... 0.5 eV/Å
Charge ... 0

Below is a single C2H6S2 molecule at a distorted geometry, with properties calculated with ωB97M-V with the def2-TZVPD basis set.

```
10
Properties=species:S:1:pos:R:3:nbo_charge:R:1
H 0.2509 2.1353 1.3927 0.10
H 1.0903 -1.2974 -0.0955 0.22
H -1.5637 0.3421 0.2476 0.22
H -0.5842 -1.5932 -0.7769 0.22
H 1.2371 1.2896 -1.6993 0.15
S -0.0974 0.9911 -1.6037 -0.10
C -0.5077 0.2626 0.1201 -0.40
H -0.1999 -1.8734 0.8787 0.21
C -0.0399 -1.1965 -0.0172 -0.63
S 0.4145 0.9398 1.5534 0.01
```

Output
HOMO ... -9.129 eV
Energy relative to the best compared isomer or geometry (same formula, charge and spin) ... 25.8 kcal per mole
Max |F| ... 4.5 eV/Å
Charge ... 0

Below is a single C2H6S5 molecule at a distorted geometry, with properties calculated with ωB97M-V with the def2-TZVPD basis set.

```
13
Properties=species:S:1:pos:R:3:nbo_charge:R:1
H -3.0730 1.4385 -0.4733 0.13
S -1.6304 -1.0909 -1.0881 -0.07
H 1.6237 -0.4037 -1.1156 0.21
C -1.3722 0.0589 0.3409 -0.62
H -2.4044 -0.3861 -2.1412 0.16
S 3.0516 1.2835 -0.1996 0.04
H -1.3164 -0.5871 1.1848 0.23
S -0.0201 1.2723 0.1317 0.10
H 3.2384 1.1560 1.1217 0.13
C 1.7539 -0.0421 -0.1597 -0.53
S 2.0457 -1.3002 0.9462 0.06
H 1.0599 -2.3730 0.6333 0.16
S -2.9568 0.9739 0.8190 -0.01
```

Output
HOMO ... -8.823 eV
Energy relative to the best compared isomer or geometry (same formula, charge and spin) ... 15.5 kcal per mole
Max |F| ... 4.0 eV/Å
Charge ... 0

Below is 2 unconnected molecules or ions with the total composition C2H7Br2N2 at a distorted geometry, with properties calculated with ωB97M-V with the def2-TZVPD basis set.

```
13
Properties=species:S:1:pos:R:3:nbo_charge:R:1
Br 2.4044 -0.0323 0.4260 0.12
H 0.6042 1.6968 -1.1566 0.43
Br -0.3884 0.7154 2.2156 0.17
N 0.3760 -1.7700 1.2786 -0.86
H -1.5272 -0.0396 -0.4018 0.20
C -0.5682 0.0502 -0.8665 -0.38
H -0.2080 -0.7387 -1.5603 0.23
H -0.4424 -2.3096 1.7787 0.46
N -0.3848 1.4556 -1.1439 -0.68
C 0.5847 -0.4267 1.0966 0.01
H -0.7907 1.8849 -0.3902 0.43
H 1.1203 -2.2616 0.7822 0.42
H -0.7801 1.7755 -2.0584 0.44
```

Output
HOMO ... -12.284 eV
Energy relative to the best compared isomer or geometry (same formula, charge and spin) ... 48.4 kcal per mole
Max |F| ... 4.1 eV/Å
Charge ... +1

Below is 2 unconnected molecules or ions with the total composition C2H7BrNO8P2S at a distorted geometry, with properties calculated with ωB97M-V with the def2-TZVPD basis set.

```
22
Properties=species:S:1:pos:R:3:nbo_charge:R:1
O -0.2964 -3.9047 -1.2728 -0.68
O 0.3068 5.5637 -0.4235 -0.95
H -0.4868 5.7174 -0.9546 0.53
H -1.9932 4.3819 0.5457 0.51
H -1.2359 -3.9825 1.8648 0.22
O 1.9674 -3.1874 -0.6424 -0.89
C -1.1394 -3.5665 0.8669 -0.10
O 2.2633 4.1418 0.0505 -0.84
H 0.7302 3.5838 -1.6969 -0.04
H -0.2357 -5.4010 0.1455 0.20
C -0.9211 -4.6230 -0.1927 -0.10
H -2.0099 -2.9480 0.6426 0.19
P 0.7856 4.0731 -0.3825 1.56
O 3.0588 2.0313 0.3070 -0.04
P -0.4667 2.9121 1.0992 0.79
O -1.9420 3.4353 0.7137 -0.97
S 0.6272 -2.7546 -0.6930 2.56
O 0.0385 -2.7411 0.7903 -0.70
H -1.8461 -5.0762 -0.5338 0.22
N 2.8749 2.9307 0.9308 0.54
Br -0.3622 0.9511 0.1753 -0.09
O 0.2824 -1.5371 -1.3403 -0.94
```

Output
HOMO ... -13.408 eV
Max |F| ... 1.9 eV/Å
Charge ... +1

Below is 2 unconnected molecules or ions with the total composition C2H7FO at a distorted geometry, with properties calculated with ωB97M-V with the def2-TZVPD basis set.

```
11
Properties=species:S:1:pos:R:3:nbo_charge:R:1
O -2.5874 -4.0995 0.9662 -0.94
H -1.6085 -4.0996 1.0662 0.47
H 2.2876 2.0976 -0.8059 0.16
H 1.0673 0.6960 0.7557 0.22
H -2.8364 -5.0514 0.9627 0.47
C 0.5229 0.9880 -0.1580 -0.65
F 1.1606 3.2298 0.2390 -0.37
C 1.1949 2.2182 -0.6765 0.06
H 0.7939 2.6697 -1.6043 0.16
H -0.5218 1.2159 0.1126 0.22
H 0.5270 0.1353 -0.8577 0.22
```

Output
HOMO ... -11.535 eV
Energy relative to the best compared isomer or geometry (same formula, charge and spin) ... 0.4 kcal per mole
Max |F| ... 2.0 eV/Å
Charge ... 0

Below is a gas-phase ion, C2H7IN (charge +1) at a distorted geometry, with properties calculated with ωB97M-V with the def2-TZVPD basis set.

```
11
Properties=species:S:1:pos:R:3:nbo_charge:R:1
C -0.6365 -0.2242 -0.1597 -0.21
N -0.3082 -1.1735 0.9367 -0.74
H -1.0336 -1.9554 1.0459 0.47
C 0.1544 1.1731 0.0363 -0.61
H -0.5276 1.9691 -0.0501 0.25
I -2.8294 0.0316 -0.1190 0.19
H 0.5904 -1.7469 1.0043 0.47
H 0.8387 1.2175 -0.7610 0.24
H -0.3801 -0.4509 -1.2604 0.28
H -0.3687 -0.4691 1.7052 0.46
H 0.6927 1.1165 0.9232 0.21
```

Output
HOMO ... -14.104 eV
Energy relative to the best compared isomer or geometry (same formula, charge and spin) ... 14.0 kcal per mole
Max |F| ... 3.9 eV/Å
Charge ... +1

Below is 2 unconnected molecules or ions with the total composition C2H7IP2 at a distorted geometry, with properties calculated with ωB97M-V with the def2-TZVPD basis set.

```
12
Properties=species:S:1:pos:R:3:nbo_charge:R:1
C 1.0815 -1.0431 0.2491 -0.62
H -3.1230 1.8642 1.0506 -0.02
P -2.8652 1.4440 -0.2419 0.12
P -1.0544 0.5653 0.8074 0.39
H -0.4830 2.5256 0.2048 -0.07
H -0.8507 -1.6206 -0.2046 0.24
H 1.0109 -1.7924 1.0674 0.22
H 1.7780 -1.4477 -0.5512 0.22
I -4.3637 -0.4937 -0.0918 -0.17
H -0.3671 -0.4668 -1.4498 0.24
H 1.4878 -0.1109 0.6827 0.21
C -0.3221 -0.6755 -0.3974 -0.76
```

Output
HOMO ... -8.902 eV
Energy relative to the best compared isomer or geometry (same formula, charge and spin) ... 47.2 kcal per mole
Max |F| ... 3.1 eV/Å
Charge ... 0